(1)
# C42H64Ge3NPPdSe

A structure of composition C42H64Ge3NPPdSe (ωB97M-V/def2-TZVPD, the OMol25 dataset).

Last column: Löwdin spin population.
CARTESIAN COORDINATES (ANGSTROEM)
Pd: -0.045 0.017 -0.289  0.05
C: 4.642 -2.438 -0.485  0.00
C: 3.197 -2.752 -0.868  0.01
C: 2.657 -3.874 0.012  0.00
P: 2.050 -1.279 -0.906  0.01
C: 2.817 -0.297 -2.280  0.00
C: 2.414 -0.963 -3.601  0.00
C: 2.362 1.156 -2.288  0.00
C: 2.475 -0.420 0.678  0.13
C: 3.603 0.365 0.834  -0.01
C: 3.981 0.908 2.064  0.15
C: 5.219 1.750 2.185  0.03
C: 3.210 0.604 3.203  -0.02
C: 2.076 -0.155 3.111  0.11
C: 1.629 -0.638 1.847  0.02
N: 0.470 -1.273 1.648  0.37
C: -0.454 -1.585 2.691  0.03
C: -0.737 -2.941 2.899  0.02
C: -0.017 -3.998 2.115  0.01
C: -1.673 -3.302 3.860  0.00
C: -2.347 -2.355 4.621  0.01
C: -3.353 -2.769 5.666  0.00
C: -2.076 -1.020 4.367  0.00
C: -1.153 -0.612 3.407  0.02
C: -1.061 0.853 3.071  0.00
H: 5.238 -3.343 -0.616  0.00
H: 4.717 -2.146 0.563  0.00
H: 5.101 -1.661 -1.096  0.00
H: 3.176 -3.090 -1.907  0.00
H: 2.571 -3.544 1.050  0.00
H: 3.344 -4.722 -0.008  0.00
H: 1.680 -4.224 -0.321  0.00
H: 3.903 -0.321 -2.169  0.00
H: 1.325 -0.976 -3.706  0.00
H: 2.775 -1.987 -3.700  0.00
H: 2.822 -0.392 -4.438  0.00
H: 1.284 1.219 -2.443  0.00
H: 2.845 1.695 -3.108  0.00
H: 2.605 1.671 -1.359  0.00
H: 4.230 0.567 -0.029  0.00
H: 5.577 2.077 1.209  0.00
H: 6.022 1.184 2.666  0.01
H: 5.034 2.632 2.800  0.01
H: 3.525 0.986 4.168  0.00
H: 1.490 -0.389 3.991  0.01
H: 0.049 -3.720 1.063  0.00
H: -0.526 -4.958 2.204  0.00
H: 1.005 -4.129 2.476  0.00
H: -1.879 -4.358 4.014  0.00
H: -2.868 -3.299 6.488  0.00
H: -4.100 -3.444 5.245  0.00
H: -3.870 -1.906 6.085  0.00
H: -2.621 -0.255 4.912  0.00
H: -1.765 1.422 3.680  0.00
H: -1.342 1.002 2.026  0.00
H: -0.066 1.279 3.212  0.00
C: -4.637 -3.020 -1.964  0.00
Ge: -2.723 -3.206 -1.740  0.00
C: -1.853 -3.983 -3.298  0.00
C: -2.388 -4.430 -0.270  0.00
Ge: -1.865 -0.920 -1.429  0.01
C: -3.106 -0.109 -0.151  0.01
C: -3.498 -0.861 0.964  0.00
C: -4.393 -0.348 1.894  0.00
C: -4.901 0.935 1.727  0.00
C: -4.511 1.701 0.633  0.00
C: -3.610 1.189 -0.291  0.00
C: -2.050 0.079 -3.108  0.00
C: -1.555 1.383 -3.245  0.00
C: -1.815 2.131 -4.386  0.00
C: -2.575 1.587 -5.415  0.00
C: -3.060 0.293 -5.301  0.00
C: -2.793 -0.457 -4.160  0.00
H: -5.000 -3.970 -2.365  0.00
H: -4.919 -2.216 -2.642  0.00
H: -5.105 -2.839 -0.995  0.00
H: -2.136 -5.035 -3.380  0.00
H: -0.770 -3.926 -3.174  0.00
H: -2.120 -3.480 -4.227  0.00
H: -2.958 -5.343 -0.467  0.00
H: -2.692 -4.037 0.701  0.00
H: -1.331 -4.688 -0.230  0.00
H: -3.097 -1.858 1.119  0.00
H: -4.692 -0.946 2.746  0.00
H: -5.605 1.336 2.446  0.00
H: -4.915 2.697 0.501  0.00
H: -3.328 1.791 -1.150  0.00
H: -0.975 1.826 -2.444  0.00
H: -1.427 3.139 -4.473  0.00
H: -2.789 2.171 -6.301  0.00
H: -3.643 -0.140 -6.104  0.00
H: -3.175 -1.469 -4.105  0.00
C: 1.704 6.794 -1.285  0.00
Ge: 2.197 5.022 -0.676  0.00
C: 3.793 4.373 -1.575  0.00
C: 2.478 5.017 1.246  0.00
C: 0.687 3.814 -1.139  0.00
Se: 0.219 2.527 0.261  0.00
C: -1.235 3.540 1.061  0.00
H: 2.455 7.522 -0.974  0.00
H: 0.745 7.086 -0.853  0.00
H: 1.622 6.830 -2.373  0.00
H: 4.609 5.090 -1.464  0.00
H: 3.605 4.230 -2.640  0.00
H: 4.116 3.423 -1.146  0.00
H: 3.355 5.622 1.484  0.00
H: 2.638 4.001 1.612  0.00
H: 1.618 5.442 1.770  0.00
H: 0.909 3.248 -2.043  0.00
H: -0.216 4.397 -1.325  0.00
H: -1.022 4.593 0.891  0.00
H: -1.251 3.341 2.126  0.00
H: -2.180 3.257 0.610  0.00

Forces on atoms 1 to 6 (eV/Å):
Pd 0.59 -0.53 0.11
C 0.00 0.03 0.03
C -0.28 -0.24 -0.06
C 0.03 -0.01 0.03
P -0.34 0.87 0.19
C -0.04 0.04 0.08

Summary:
E   -293740.5363 eV
Charge   +1
HOMO (spin up / spin down)   -10.0 / -10.2 eV
2S+1   2
ΔE to the lowest compared entry with this formula, charge and spin   0.717 eV
⟨S²⟩   0.797


(2)
# C9H14N4O4

The molecule C9H14N4O4 in a non-equilibrium geometry (ωB97M-V/def2-TZVPD, the OMol25 dataset).

Last column: Mulliken charge in e.
CARTESIAN COORDINATES (ANGSTROEM)
N: 1.512 -2.681 -0.783  -0.59
C: 1.216 -1.425 -1.365  0.00
C: -0.241 -1.227 -1.391  -0.37
O: -0.652 -2.362 -2.141  -0.52
C: 1.959 -0.259 -0.772  0.41
O: 2.793 0.348 -1.417  -0.68
N: 1.943 0.111 0.551  -0.15
C: 0.978 0.364 1.583  0.21
C: 0.043 1.639 1.537  -0.88
C: -0.832 1.851 0.358  0.59
C: -2.126 1.492 0.372  -0.62
N: -2.632 1.943 -0.838  -0.04
C: -1.647 2.643 -1.441  -0.47
N: -0.527 2.619 -0.749  -0.64
C: 0.286 -0.910 2.035  0.24
O: 0.641 -2.033 1.974  -0.59
O: -0.914 -0.587 2.644  -0.47
H: 2.453 -2.924 -1.099  0.29
H: 1.462 -2.775 0.211  0.31
H: 1.614 -1.509 -2.385  0.48
H: -0.618 -1.222 -0.404  0.23
H: -0.481 -0.252 -1.893  0.12
H: -1.512 -2.694 -1.919  0.33
H: 2.764 0.622 0.656  0.25
H: 1.551 0.620 2.476  0.24
H: -0.456 1.728 2.510  0.44
H: 0.744 2.498 1.436  0.38
H: -2.722 0.834 0.997  0.42
H: -3.561 1.821 -1.297  0.23
H: -1.780 3.202 -2.325  0.48
H: -1.259 -1.474 2.878  0.38

Forces on atoms 1 to 6 (eV/Å):
N 1.79 -1.42 -0.32
C 0.86 0.59 -0.03
C -0.64 0.23 -2.10
O -0.31 0.48 -0.60
C 0.57 0.87 -0.34
O 0.31 -0.36 -0.94

Summary:
E   -23709.8484 eV
SMILES string   N[C@@H](CO)C(=O)N[C@@H](Cc1c[nH]cn1)C(=O)O
HOMO   -8.7 eV
2S+1   1
ΔE to the lowest compared entry with this formula, charge and spin   2.088 eV


(3)
# C7H10S

The molecule C7H10S in a non-equilibrium geometry (ωB97M-V/def2-TZVPD, the OMol25 dataset).

Last column: Mulliken charge in e.
CARTESIAN COORDINATES (ANGSTROEM)
C: -2.433 1.147 1.928  -0.81
S: -2.125 1.618 0.160  -0.12
C: -0.840 0.587 -0.396  -0.10
C: -0.936 -0.171 -1.498  -0.41
C: 0.337 -0.929 -1.696  -0.58
C: 1.195 -0.590 -0.703  0.30
C: 2.602 -1.122 -0.483  -1.15
C: 0.503 0.371 0.235  -0.26
H: -1.558 1.352 2.555  0.27
H: -2.728 0.075 1.991  0.27
H: -3.247 1.794 2.265  0.32
H: -1.847 -0.121 -2.079  0.43
H: 0.606 -1.567 -2.495  0.43
H: 3.335 -0.314 -0.622  0.27
H: 2.785 -1.893 -1.217  0.33
H: 2.679 -1.487 0.584  0.27
H: 1.064 1.337 0.219  0.22
H: 0.608 -0.084 1.251  0.32

Forces on atoms 1 to 6 (eV/Å):
C 0.29 -0.56 -0.59
S -0.37 0.51 0.70
C -0.01 -0.99 0.85
C 0.48 -0.08 -0.08
C -0.14 1.43 1.15
C -0.30 -0.42 -0.45

Summary:
E   -18255.3431 eV
SMILES string   CSC1=CC=C(C)C1
HOMO   -7.8 eV
2S+1   1
ΔE to the lowest compared entry with this formula, charge and spin   0.873 eV


Q: Among the records above, which one has the highest 2S+1?
A: C42H64Ge3NPPdSe